The following is a quantum chemistry calculation of a molecular structure, C73H99AsBrGe2KO4PSSi at a distorted geometry, from OMol25.

## Properties
- LUMO (spin up / spin down): 3.4 / 3.4 eV
- Energy relative to the best compared isomer or geometry (same formula, charge and spin): 6.20 kcal per mole
- Multiplicity: 2
- Electronic energy: -373745.0027 eV
- HOMO (spin up / spin down): -0.797 / -2.779 eV
- Net charge: -2
- Orbital gap (spin up / spin down): 4.237 / 6.219 eV

```
184
C73H99AsBrGe2KO4PSSi (ωB97M-V/def2-TZVPD)
K 0.221 0.431 -0.060
C -2.595 2.943 1.147
C -2.838 2.645 -0.325
C -1.700 3.193 -1.172
C -4.162 3.257 -0.782
O -2.806 1.232 -0.537
Si -3.980 0.070 -0.326
S -3.135 -1.763 -0.376
O -5.170 0.390 -1.478
C -5.149 0.119 -2.875
C -5.477 -1.351 -3.126
C -3.792 0.469 -3.484
C -6.230 1.010 -3.479
O -4.752 0.565 1.060
C -5.920 0.100 1.718
C -5.607 0.134 3.210
C -6.299 -1.317 1.296
C -7.050 1.069 1.375
H -2.596 4.022 1.328
H -1.629 2.554 1.471
H -3.366 2.479 1.759
H -1.574 4.267 -1.021
H -1.882 2.995 -2.232
H -0.768 2.699 -0.898
H -4.089 4.347 -0.758
H -4.981 2.941 -0.137
H -4.393 2.940 -1.801
H -4.734 -1.982 -2.639
H -5.488 -1.562 -4.200
H -6.462 -1.585 -2.712
H -3.015 -0.159 -3.047
H -3.540 1.514 -3.283
H -3.813 0.304 -4.567
H -7.189 0.801 -3.001
H -6.326 0.832 -4.554
H -5.986 2.062 -3.315
H -4.806 -0.573 3.436
H -6.488 -0.125 3.803
H -5.267 1.132 3.492
H -5.456 -1.994 1.433
H -6.574 -1.346 0.239
H -7.149 -1.661 1.892
H -6.815 2.068 1.748
H -7.996 0.743 1.818
H -7.161 1.120 0.290
C 7.665 3.578 1.829
C 7.102 3.987 0.460
C 7.245 5.503 0.325
C 7.945 3.329 -0.642
C 5.649 3.531 0.341
C 5.339 2.177 0.443
C 4.036 1.749 0.337
Br 3.667 -0.106 0.528
C 2.922 2.609 0.112
O 1.738 2.134 -0.019
C 3.253 4.000 0.032
C 4.581 4.403 0.139
C 2.136 5.014 -0.226
C 1.521 4.742 -1.607
C 1.060 4.911 0.865
C 2.646 6.458 -0.225
H 8.720 3.857 1.915
H 7.584 2.502 1.986
H 7.109 4.070 2.630
H 8.301 5.780 0.394
H 6.706 6.026 1.117
H 6.866 5.858 -0.636
H 8.997 3.622 -0.556
H 7.581 3.626 -1.628
H 7.889 2.241 -0.582
H 6.111 1.437 0.617
H 4.793 5.460 0.067
H 1.152 3.720 -1.665
H 2.272 4.891 -2.388
H 0.685 5.423 -1.797
H 0.635 3.913 0.913
H 0.257 5.630 0.670
H 1.494 5.142 1.842
H 3.362 6.642 -1.029
H 3.119 6.718 0.725
H 1.798 7.132 -0.373
C 3.675 -1.789 4.360
Ge 2.408 -0.276 4.436
C 2.062 0.015 6.359
C 3.435 1.339 3.934
Ge 0.404 -0.578 3.073
C -0.746 -1.935 3.967
C -1.963 -2.281 3.371
C -2.801 -3.232 3.940
C -2.440 -3.866 5.122
C -1.232 -3.543 5.725
C -0.400 -2.588 5.150
C -0.575 1.126 3.806
C -1.850 1.118 4.378
C -2.465 2.294 4.792
C -1.818 3.515 4.644
C -0.555 3.548 4.065
C 0.047 2.369 3.644
H 4.704 -1.431 4.430
H 3.545 -2.320 3.417
H 3.488 -2.485 5.182
H 3.020 0.204 6.852
H 1.586 -0.843 6.834
H 1.416 0.884 6.497
H 4.505 1.136 4.021
H 3.178 2.159 4.608
H 3.238 1.658 2.912
H -2.262 -1.826 2.432
H -3.733 -3.481 3.444
H -3.092 -4.610 5.567
H -0.934 -4.037 6.644
H 0.544 -2.361 5.633
H -2.377 0.178 4.505
H -3.458 2.257 5.227
H -2.300 4.433 4.960
H -0.047 4.496 3.923
H 1.018 2.421 3.157
C 3.878 -4.136 0.860
C 2.475 -4.511 1.359
C 1.814 -5.443 0.338
C 2.587 -5.244 2.704
C 1.686 -3.278 1.553
C 1.176 -2.185 1.740
H 4.483 -5.037 0.714
H 4.382 -3.488 1.579
H 3.812 -3.598 -0.088
H 2.403 -6.361 0.239
H 1.746 -4.966 -0.640
H 0.807 -5.712 0.659
H 3.171 -6.163 2.585
H 1.595 -5.500 3.079
H 3.075 -4.612 3.447
C -0.246 0.131 -5.084
C 0.257 1.500 -5.501
As 0.074 1.952 -7.409
C -1.802 1.474 -7.672
C -2.725 1.679 -6.650
C -4.075 1.426 -6.851
C -4.520 0.970 -8.083
C -3.611 0.774 -9.113
C -2.261 1.027 -8.909
C 0.963 0.353 -8.108
C 0.366 -0.896 -8.262
C 1.118 -1.992 -8.662
C 2.478 -1.855 -8.904
C 3.083 -0.617 -8.752
C 2.325 0.480 -8.364
P 0.065 -0.186 -3.292
C -0.473 -1.923 -3.111
C -0.214 -2.558 -1.896
C -0.770 -3.789 -1.604
C -1.582 -4.423 -2.533
C -1.832 -3.815 -3.753
C -1.287 -2.570 -4.039
C 1.894 -0.321 -3.311
C 2.592 -1.445 -3.753
C 3.977 -1.431 -3.807
C 4.680 -0.292 -3.428
C 3.998 0.828 -2.981
C 2.610 0.808 -2.914
H 0.223 -0.663 -5.670
H -1.328 0.064 -5.228
H 1.328 1.603 -5.308
H -0.235 2.295 -4.935
H -2.395 2.022 -5.676
H -4.773 1.572 -6.036
H -5.571 0.761 -8.237
H -3.951 0.419 -10.078
H -1.560 0.868 -9.721
H -0.688 -1.024 -8.049
H 0.642 -2.960 -8.762
H 3.067 -2.716 -9.198
H 4.145 -0.504 -8.928
H 2.806 1.446 -8.246
H 0.415 -2.087 -1.146
H -0.606 -4.217 -0.626
H -2.043 -5.372 -2.292
H -2.479 -4.295 -4.479
H -1.528 -2.101 -4.985
H 2.046 -2.337 -4.039
H 4.511 -2.314 -4.136
H 5.763 -0.290 -3.457
H 4.538 1.702 -2.637
H 2.083 1.663 -2.505
```


The following is a quantum chemistry calculation of a molecular structure, C74H52N6O2P3SiSn, from OMol25.

## Properties
- LUMO: 2.0 eV
- Energy relative to the best compared isomer or geometry (same formula, charge and spin): 66.52 kcal per mole
- Electronic energy: -132191.6766 eV
- HOMO: -3.967 eV
- Net charge: -1
- Orbital gap: 5.977 eV

```
139
C74H52N6O2P3SiSn (ωB97M-V/def2-TZVPD)
Sn -0.043 -0.888 -0.611
C -6.026 2.817 -1.397
C -4.762 3.344 -1.165
C -3.792 2.566 -0.559
C -4.066 1.258 -0.159
C -5.325 0.724 -0.429
C -6.298 1.506 -1.039
P -2.680 0.294 0.558
C -3.648 -1.119 1.218
C -3.699 -2.245 0.397
C -4.349 -3.393 0.822
C -4.956 -3.427 2.070
C -4.920 -2.305 2.886
C -4.269 -1.155 2.464
C -2.227 1.304 2.033
C -3.239 2.001 2.704
C -2.957 2.786 3.807
C -1.645 2.904 4.236
C -0.637 2.228 3.568
C -0.880 1.397 2.467
Si 0.688 0.578 1.582
C 1.475 -0.674 2.842
C 1.496 -0.504 4.228
C 2.048 -1.455 5.072
C 2.586 -2.626 4.556
C 2.571 -2.835 3.187
C 2.024 -1.874 2.339
P 2.114 -2.123 0.521
C 1.805 -3.808 -0.167
C 2.402 -3.743 -1.593
C 1.740 -5.462 -2.763
C 0.554 -6.334 -2.579
C -0.036 -6.378 -1.396
C 0.513 -5.642 -0.218
C 3.898 -1.787 0.382
C 4.279 -0.446 0.436
C 5.618 -0.099 0.355
C 6.582 -1.092 0.237
C 6.204 -2.426 0.215
C 4.864 -2.784 0.287
C 1.725 2.202 1.703
C 2.705 2.453 2.662
C 3.310 3.698 2.766
C 2.959 4.720 1.896
C 2.018 4.486 0.904
C 1.404 3.240 0.811
P 0.308 2.796 -0.575
C 1.546 2.399 -1.859
C 0.995 1.654 -3.072
C 1.502 2.180 -4.380
C 2.689 1.664 -4.678
C 3.854 1.562 -2.451
C 2.860 2.353 -1.614
C -0.342 4.428 -1.087
C -0.259 4.938 -2.379
C -0.922 6.112 -2.710
C -1.680 6.783 -1.763
C -1.779 6.274 -0.473
C -1.116 5.106 -0.139
H -6.792 3.423 -1.864
H -4.527 4.360 -1.460
H -2.802 2.963 -0.390
H -5.547 -0.300 -0.161
H -7.278 1.086 -1.232
H -3.188 -2.226 -0.562
H -4.365 -4.271 0.187
H -5.450 -4.329 2.411
H -5.392 -2.329 3.861
H -4.224 -0.297 3.122
H -4.260 1.933 2.347
H -3.755 3.310 4.320
H -1.404 3.532 5.086
H 0.383 2.370 3.903
H 1.062 0.392 4.659
H 2.061 -1.282 6.142
H 3.016 -3.370 5.216
H 2.985 -3.744 2.763
H 3.171 -2.998 -1.768
H 2.334 -5.741 -3.631
H 0.171 -6.892 -3.427
H -0.937 -6.958 -1.229
H 0.125 -6.143 0.663
H 3.516 0.320 0.548
H 5.911 0.945 0.381
H 7.628 -0.822 0.160
H 6.948 -3.207 0.132
H 4.601 -3.838 0.231
H 2.995 1.656 3.340
H 4.057 3.875 3.530
H 3.430 5.692 1.977
H 1.775 5.266 0.193
H -0.087 1.527 -3.010
H 0.951 2.883 -4.991
H 3.292 1.864 -5.552
H 4.345 0.848 -1.778
H 3.284 2.812 -0.730
H 0.337 4.424 -3.122
H -0.849 6.506 -3.717
H -2.194 7.699 -2.025
H -2.384 6.782 0.268
H -1.188 4.701 0.866
O 4.786 -5.770 -0.582
C 4.139 -5.861 -1.651
O 4.453 -6.330 -2.755
C 2.686 -5.266 -1.555
C 1.403 -3.922 -2.757
C 0.024 -3.447 -2.403
N -0.480 -3.456 -1.207
C 0.248 -4.092 -0.141
C 2.040 -5.365 -0.161
C -0.247 -3.725 1.244
C -0.033 -4.571 2.336
C -0.493 -4.216 3.587
C -1.089 -2.981 3.757
C -1.134 -2.149 2.659
N -0.763 -2.510 1.432
C -0.727 -2.676 -3.425
C -0.448 -2.785 -4.790
C -1.119 -1.975 -5.684
C -2.058 -1.068 -5.205
C -2.302 -1.048 -3.845
N -1.672 -1.835 -2.977
H 1.740 -3.417 -3.660
H 2.624 -5.886 0.593
H 0.518 -5.493 2.238
H -0.362 -4.888 4.425
H -1.461 -2.647 4.715
H -1.485 -1.136 2.769
H 0.283 -3.500 -5.142
H -0.916 -2.045 -6.745
H -2.590 -0.405 -5.875
H -3.043 -0.376 -3.417
N 1.580 -0.661 -2.193
C 1.796 0.332 -2.888
C 3.142 0.739 -3.579
C 3.967 -0.372 -4.003
N 4.623 -1.253 -4.340
C 4.883 2.438 -3.004
N 5.674 3.146 -3.441
```


> What is the net charge in the second record?

-1